The following is a DFT calculation (ωB97M-V/def2-TZVPD) of a single C3H5ClN2 molecule.

Its max |F| is 3.6 eV/Å. The LUMO energy comes out at 0.0219 Ha. Its highest occupied orbital energy is -9.139 eV. The value obtained for the calculated total energy is -686.94162 hartree. Its structure (SMILES) is [H]/N=C\N/C=C\Cl. As for the energy above the lowest of the compared OMol25 structures with the same formula, charge and spin: 34.1 kcal/mol.

Structure (ORCA input):
```
! wB97M-V def2-TZVPD RIJCOSX def2/J DEFGRID3
* xyz 0 1
C -1.399 0.875 0.266
C -0.152 1.351 0.286
C 1.766 -0.277 -0.242
H -2.197 1.377 0.864
H -0.055 2.423 0.656
H 1.598 1.803 -0.868
H 2.472 -0.270 -1.085
H 0.769 -1.029 1.148
N 1.092 0.938 -0.415
N 1.673 -1.164 0.649
Cl -1.367 -0.848 -0.248
*
```